No. 1
This record from the Open Molecules 2025 dataset describes a molecular structure, C45H50BiN5S. The level of theory is ωB97M-V/def2-TZVPD.

## Properties
- Strongest force on any atom: 0.84 eV/Å
- HOMO energy (spin up / spin down): -6.6 / -6.6 eV

```
! wB97M-V def2-TZVPD RIJCOSX def2/J DEFGRID3
* xyz 0 1
Bi 7.91 13.51 13.13
C 8.49 15.83 7.68
C 7.07 16.23 8.12
C 6.92 16.11 9.62
C 7.15 17.08 10.55
C 7.54 18.52 10.31
C 6.35 19.47 10.34
C 7.01 16.44 11.86
C 7.23 17.03 13.12
C 7.23 16.40 14.35
C 7.34 17.06 15.64
C 7.49 18.54 15.84
C 6.14 19.27 15.89
C 7.26 16.09 16.60
C 7.13 14.82 15.92
C 7.03 13.57 16.53
C 6.91 12.33 15.90
N 6.84 12.13 14.56
C 6.70 10.78 14.33
C 6.56 10.15 13.11
C 6.44 10.76 11.85
N 6.36 12.10 11.69
C 6.40 12.36 10.35
C 6.51 13.62 9.77
C 6.65 14.88 10.35
N 6.68 15.14 11.69
C 6.44 11.11 9.62
C 6.49 10.11 10.56
C 6.59 8.62 10.32
C 5.22 7.90 10.47
C 6.54 10.95 8.13
C 8.00 11.00 7.64
C 6.68 10.11 15.61
C 6.81 11.05 16.58
C 6.80 10.83 18.06
C 5.40 11.01 18.66
C 6.66 8.62 15.78
C 8.08 8.05 15.60
N 7.11 15.05 14.58
C 7.24 16.26 18.09
C 5.83 16.24 18.67
H 8.62 15.93 6.60
H 8.69 14.79 7.96
H 9.24 16.44 8.17
H 6.33 15.57 7.66
H 6.86 17.25 7.82
H 8.04 18.59 9.34
H 8.27 18.81 11.07
H 5.68 19.26 9.51
H 6.68 20.52 10.27
H 5.80 19.34 11.28
H 7.45 18.09 13.15
H 8.09 18.97 15.04
H 8.02 18.73 16.77
H 5.60 19.12 14.96
H 6.31 20.34 16.01
H 5.53 18.92 16.71
H 7.08 13.55 17.62
H 6.53 9.06 13.12
H 6.54 13.62 8.68
H 7.29 8.19 11.05
H 6.98 8.42 9.32
H 4.79 8.09 11.46
H 5.33 6.83 10.35
H 4.53 8.25 9.70
H 5.96 11.71 7.62
H 6.11 9.98 7.85
H 8.43 11.98 7.84
H 8.07 10.79 6.57
H 8.58 10.26 8.18
H 7.51 11.50 18.54
H 7.13 9.82 18.27
H 5.04 12.01 18.43
H 5.42 10.89 19.75
H 4.70 10.30 18.23
H 6.01 8.19 15.03
H 6.27 8.35 16.76
H 8.45 8.29 14.60
H 8.08 6.96 15.72
H 8.76 8.51 16.32
H 7.75 17.18 18.37
H 7.82 15.44 18.54
H 5.24 17.05 18.23
H 5.85 16.36 19.74
H 5.32 15.30 18.44
S 12.47 13.78 14.73
C 11.53 13.72 16.14
C 10.21 13.63 15.82
C 9.92 13.59 14.43
C 11.09 13.66 13.70
C 11.28 13.62 12.26
C 12.53 13.78 11.65
C 12.61 13.73 10.26
C 11.46 13.51 9.51
C 10.27 13.37 10.20
N 10.18 13.42 11.52
H 12.00 13.76 17.13
H 9.46 13.60 16.59
H 13.42 13.97 12.23
H 13.57 13.85 9.77
H 11.50 13.45 8.42
H 9.32 13.21 9.70
*
```

---

No. 2
This record from the Open Molecules 2025 dataset describes a single C4H7N3 molecule at a distorted geometry. The level of theory is ωB97M-V/def2-TZVPD.

## Properties
- Energy relative to the best compared isomer or geometry (same formula, charge and spin): 9.02 kcal/mol
- Strongest force on any atom: 1.16 eV/Å
- SMILES: [H]/N=C(\C#N)NCC
- HOMO energy: -9.7 eV

```
! wB97M-V def2-TZVPD RIJCOSX def2/J DEFGRID3
* xyz 0 1
C 0.69 1.75 0.15
C 0.17 0.66 1.08
N 0.29 -0.68 0.50
C -0.58 -1.08 -0.46
N -1.61 -0.40 -0.80
C -0.24 -2.38 -1.06
N 0.00 -3.39 -1.56
H 0.13 1.75 -0.78
H 1.76 1.61 -0.07
H 0.57 2.74 0.62
H -0.89 0.82 1.29
H 0.71 0.65 2.03
H 1.17 -1.16 0.57
H -2.17 -0.89 -1.50
*
```

---

No. 3
This record from the Open Molecules 2025 dataset describes a single C3H4 molecule at a distorted geometry. The level of theory is ωB97M-V/def2-TZVPD.

## Properties
- Energy relative to the best compared isomer or geometry (same formula, charge and spin): 37.71 kcal/mol
- Strongest force on any atom: 3.02 eV/Å
- SMILES: C=C=C
- HOMO energy: -9.0 eV

```
! wB97M-V def2-TZVPD RIJCOSX def2/J DEFGRID3
* xyz 0 1
C -1.04 0.23 -0.54
C 0.18 -0.08 -0.20
C 1.18 -0.42 0.54
H -1.45 1.23 -0.42
H 0.54 0.15 1.29
H -1.63 -0.60 -0.89
H 2.22 -0.51 0.20
*
```

---

No. 4
This record from the Open Molecules 2025 dataset describes 2 unconnected molecules or ions with the total composition C4H8O2. The level of theory is ωB97M-V/def2-TZVPD.

## Properties
- Energy relative to the best compared isomer or geometry (same formula, charge and spin): 62.45 kcal/mol
- Strongest force on any atom: 0.67 eV/Å
- SMILES: O=CC/C=C/O.[H][H]
- HOMO energy: -9.0 eV

```
! wB97M-V def2-TZVPD RIJCOSX def2/J DEFGRID3
* xyz 0 1
O 2.66 -0.75 -0.25
C 1.48 -0.10 -0.43
C 0.77 0.51 0.52
C -0.65 0.97 0.30
C -1.50 -0.12 0.92
O -2.17 -0.92 0.31
H 2.78 -0.91 0.70
H -1.00 -0.97 -2.46
H 1.18 -0.12 -1.47
H 1.14 0.53 1.55
H -0.89 1.06 -0.77
H -0.85 1.93 0.80
H -1.40 -0.20 2.02
H -1.41 -1.05 -1.84
*
```

---

No. 5
This record from the Open Molecules 2025 dataset describes a molecular structure, C3H8N2O2 at a distorted geometry. The level of theory is ωB97M-V/def2-TZVPD.

## Properties
- Energy relative to the best compared isomer or geometry (same formula, charge and spin): 142.18 kcal/mol
- Strongest force on any atom: 3.06 eV/Å
- HOMO energy (spin up / spin down): -7.9 / -7.9 eV

```
! wB97M-V def2-TZVPD RIJCOSX def2/J DEFGRID3
* xyz 0 1
C -1.46 0.79 0.25
O -1.64 1.54 -0.88
H -1.30 1.01 -1.63
H -1.28 1.39 1.13
H -2.22 0.02 0.43
H 0.30 0.74 0.26
C 0.06 -1.61 0.64
C -0.07 -0.44 -0.29
N 1.77 0.78 0.33
N 2.30 0.96 -0.73
O -0.07 -0.48 -1.50
H 3.34 1.03 -0.63
H 0.30 -1.27 1.65
H -0.88 -2.17 0.67
H 0.85 -2.27 0.29
*
```

---

No. 6
This record from the Open Molecules 2025 dataset describes a molecular structure, C43H43N9O2STi. The level of theory is ωB97M-V/def2-TZVPD.

## Properties
- Energy relative to the best compared isomer or geometry (same formula, charge and spin): 12.84 kcal/mol
- Strongest force on any atom: 0.19 eV/Å
- Expectation value of S²: 3.79
- HOMO energy (spin up / spin down): -1.7 / -4.6 eV

```
! wB97M-V def2-TZVPD RIJCOSX def2/J DEFGRID3
* xyz -1 4
Ti 0.31 1.14 -0.33
C -5.80 1.89 -3.99
C -4.72 1.55 -2.99
C -3.80 0.54 -3.22
C -2.80 0.24 -2.31
C -2.68 0.94 -1.12
N -1.72 0.63 -0.14
C -2.17 -0.17 0.88
C -3.45 -0.78 0.86
C -3.88 -1.65 1.84
C -3.09 -1.97 2.94
C -3.57 -2.88 4.03
C -1.85 -1.35 3.01
C -1.39 -0.49 2.02
N -0.09 0.10 2.23
C 0.87 -0.35 3.06
C 1.74 0.69 3.31
C 1.23 1.76 2.55
N 0.12 1.41 1.91
C -3.60 1.98 -0.90
C -4.61 2.27 -1.81
N -3.52 2.73 0.31
C -4.44 2.83 1.29
C -3.92 3.68 2.23
C -2.66 4.04 1.72
N -2.43 3.46 0.56
H -5.94 1.07 -4.70
H -6.75 2.09 -3.50
H -5.53 2.78 -4.57
H -3.87 -0.04 -4.14
H -2.12 -0.57 -2.51
H -4.10 -0.58 0.02
H -4.86 -2.10 1.74
H -4.14 -3.72 3.62
H -2.73 -3.30 4.60
H -4.22 -2.36 4.74
H -1.23 -1.52 3.88
H 0.89 -1.37 3.40
H 2.65 0.66 3.88
H 1.65 2.74 2.38
H -5.28 3.09 -1.58
H -5.37 2.28 1.24
H -4.37 3.98 3.17
H -1.91 4.69 2.14
C 4.67 -4.64 0.50
C 3.70 -3.82 1.36
C 3.85 -4.24 2.82
C 2.27 -4.13 0.91
C 4.04 -2.33 1.22
C 5.29 -1.86 1.64
C 5.61 -0.52 1.52
C 4.69 0.36 0.99
S 4.85 2.10 0.79
C 3.19 2.15 0.19
N 2.59 0.91 0.08
C 3.42 -0.07 0.55
C 3.12 -1.44 0.67
C 2.50 3.34 -0.15
C 3.13 4.60 -0.19
C 2.42 5.72 -0.59
C 1.08 5.60 -0.95
C 0.46 4.34 -0.89
C 1.12 3.19 -0.48
H 4.44 -5.71 0.59
H 5.70 -4.48 0.79
H 4.57 -4.36 -0.56
H 3.60 -5.30 2.94
H 3.17 -3.66 3.46
H 4.86 -4.09 3.19
H 2.08 -5.20 1.05
H 2.11 -3.90 -0.14
H 1.54 -3.58 1.50
H 6.02 -2.54 2.05
H 6.58 -0.16 1.86
H 2.16 -1.76 0.34
H 4.18 4.69 0.09
H 2.91 6.69 -0.62
H 0.53 6.47 -1.27
H -0.60 4.28 -1.14
O 0.74 -0.75 -0.83
N -0.07 -1.53 -1.59
C -0.87 -2.47 -0.97
C -1.57 -3.37 -1.71
C -1.42 -3.42 -3.12
C -0.41 -2.61 -3.68
C 0.28 -1.72 -2.92
H -0.93 -2.39 0.11
H -2.23 -4.05 -1.20
H -1.97 -4.13 -3.72
H -0.14 -2.70 -4.73
H 1.10 -1.10 -3.27
N 2.28 1.31 -2.91
C 1.01 1.62 -3.21
N 0.77 2.15 -4.45
O 0.05 1.44 -2.44
H 3.01 1.81 -3.38
H 2.47 1.05 -1.93
H 1.41 1.93 -5.19
H -0.21 2.20 -4.69
*
```

---

no.,E_tot (eV)
1,-71602.5957
2,-8731.2881
3,-3172.2147
4,-8370.5737
5,-10310.7868
6,-96747.5616